DFT (the ωB97M-V functional and the def2-TZVPD basis) results for a molecular structure, C15H30AsF6N3O8PZr in a non-equilibrium geometry.

Each line ends with the Löwdin spin population.
Atoms and positions in Å:
Zr  0.4549  -1.1749  0.3174  -0.002
As  0.7428  -3.1288  -1.9773  0.000
P  0.4488  1.7746  -0.1043  0.352
F  -0.2100  -1.5104  -1.7167  0.000
F  -0.3857  -3.4834  -3.2168  0.000
F  1.7573  -2.6862  -0.3984  0.000
F  -0.3385  -3.6681  -0.6178  0.000
F  1.5394  -4.6277  -2.0520  0.000
F  1.8828  -2.2086  -2.8497  0.000
O  1.8114  -0.1958  -0.8038  0.080
O  0.3697  -2.7457  1.9107  0.000
O  -0.2592  2.6891  0.9505  0.129
O  2.8645  1.4681  0.1412  0.125
O  0.6267  2.7245  -1.3504  0.087
O  0.2314  0.0633  1.7629  0.054
O  -0.7659  0.7494  -0.5245  0.071
O  0.5354  1.1249  3.6999  0.008
N  2.5320  -1.0960  1.7081  0.004
N  -1.6961  -1.7462  0.5570  0.000
N  -3.4973  -2.4567  -0.9343  0.000
C  -2.0855  1.3320  -0.7711  0.014
C  0.2143  3.9129  1.5430  0.004
C  1.2423  3.6788  -3.4442  0.003
C  0.9455  0.4509  2.8023  0.003
C  -4.5852  -1.5718  -1.3089  0.000
C  3.5668  -0.7562  0.7151  0.012
C  2.6883  -2.4037  2.3685  0.002
C  -3.4427  -3.7410  -1.6167  0.000
C  1.3307  2.4383  -2.5732  0.003
C  2.7779  0.2723  -0.0954  0.034
C  -2.5535  -2.0707  -0.1706  0.000
C  -2.8948  1.4219  0.5091  0.002
C  -0.2738  5.1001  0.7382  0.004
C  1.3384  -2.7837  2.9828  0.000
C  2.4133  -0.0138  2.7027  0.000
H  1.7161  3.4819  -4.4020  0.001
H  -4.4293  -4.2051  -1.5732  0.000
H  3.4598  -2.3701  3.1491  0.000
H  -2.7232  -4.4057  -1.1417  0.000
H  -2.4939  2.1983  1.1535  0.001
H  2.9852  0.8718  2.3977  0.000
H  -0.4468  -3.1616  2.2351  0.000
H  0.1836  5.1012  -0.2466  0.000
H  0.0001  6.0152  1.2542  0.001
H  -2.8619  0.4764  1.0506  0.000
H  -0.1918  3.9048  2.5578  0.000
H  1.3041  3.8923  1.5965  0.002
H  -1.3535  5.0705  0.6273  0.000
H  0.8789  1.5663  -3.0596  0.000
H  2.7931  -0.3074  3.6875  0.000
H  0.2035  3.9519  -3.6162  0.000
H  -5.5355  -2.0905  -1.1727  0.000
H  -4.4847  -1.2878  -2.3590  0.000
H  1.3969  -3.7911  3.4106  0.000
H  4.4589  -0.3051  1.1665  0.000
H  1.0327  -2.0743  3.7661  0.000
H  3.8526  -1.6180  0.1027  0.000
H  2.3720  2.2137  -2.3243  0.001
H  -3.9253  1.6782  0.2761  0.001
H  -4.5805  -0.6808  -0.6870  0.000
H  -1.9520  2.3216  -1.2173  0.001
H  -3.1626  -3.5947  -2.6643  0.000
H  1.7490  4.5144  -2.9709  0.000
H  -2.5424  0.6679  -1.5118  0.003
H  2.9704  -3.1659  1.6319  0.000

- 2S+1 = 2
- charge = +2
- lowest unoccupied orbital energy (spin up / spin down) (eV) = -6.38 / -8.14
- highest occupied orbital energy (spin up / spin down) (eV) = -15.142 / -16.047
- ⟨S²⟩ = 0.753
- F_max (hartree/bohr) = 0.056
- calculated total energy (hartree) = -4578.87183
- energy relative to the best compared isomer or geometry (same formula, charge and spin) (kJ/mol) = 174.7

---

DFT (the ωB97M-V functional and the def2-TZVPD basis) results for 2 unconnected molecules or ions with the total composition H2P2S4 in a non-equilibrium geometry.

Each line ends with the Löwdin charge.
Atoms and positions in Å:
S  0.4512  0.3345  2.8158  0.425
S  -0.1702  -1.6059  -1.8506  0.062
S  1.8208  1.0186  -0.7879  0.021
S  -1.6160  1.0482  -1.5799  0.087
P  0.0970  0.1292  -0.3899  -0.192
P  -2.0811  -0.7985  -2.1023  0.125
H  1.2891  0.6841  1.8419  -0.317
H  0.2091  -0.8102  2.0529  -0.211

- 2S+1 = 1
- lowest unoccupied orbital energy (eV) = -2.25
- highest occupied orbital energy (eV) = -8.569
- F_max (hartree/bohr) = 0.043
- calculated total energy (hartree) = -2276.66513
- energy relative to the best compared isomer or geometry (same formula, charge and spin) (kJ/mol) = 127.9

---

DFT (the ωB97M-V functional and the def2-TZVPD basis) results for 2 unconnected molecules or ions with the total composition C33H29N2O2 in a non-equilibrium geometry.

Each line ends with the Löwdin charge.
Atoms and positions in Å:
O  1.5776  -2.5926  2.7990  0.031
O  6.2828  0.2195  -1.8100  -0.059
N  2.7088  -1.1261  1.4966  0.181
N  -1.4775  -0.0452  3.6817  -0.081
C  -2.0198  2.9098  -2.5754  0.010
C  6.8893  -0.7791  -2.6623  -0.038
C  -2.6707  -0.6244  4.3586  -0.086
C  -1.5177  0.4516  -2.0553  -0.093
C  -2.5895  -0.2593  -2.5742  0.013
C  4.9266  0.2435  -1.7009  -0.230
C  -1.2558  1.8789  -2.0576  -0.094
C  4.3820  1.3054  -0.9442  0.029
C  -2.4804  -1.6488  -2.6854  -0.028
C  0.7124  0.7733  -1.4342  0.008
C  0.4882  0.8565  1.8249  -0.151
C  -1.4419  4.1764  -2.7061  -0.027
C  -0.5497  1.7324  2.4245  -0.050
C  -4.7179  -2.3838  1.0532  -0.089
C  0.5593  -0.4799  2.5076  -0.105
C  -3.8815  -3.1793  1.8472  -0.072
C  -3.5148  -1.3065  3.3322  -0.228
C  4.0637  -0.7208  -2.2760  0.021
C  0.6650  3.3580  -1.7757  0.014
C  -0.2887  -1.6161  -1.6009  0.010
C  -3.2894  -2.6430  2.9941  -0.040
C  1.6433  -1.4756  2.2851  -0.497
C  0.1144  2.0833  -1.6609  -0.095
C  2.1326  0.5124  -1.4222  -0.162
C  3.0196  1.4399  -0.8229  -0.037
C  -5.0288  -1.0802  1.4596  -0.079
C  -1.3565  -2.3185  -2.1718  -0.040
C  -0.3229  -0.2212  -1.6352  -0.118
C  -1.4955  1.2492  3.2689  -0.078
C  -0.4792  -0.8902  3.2852  0.014
C  -4.4562  -0.5587  2.6201  -0.041
C  -0.1154  4.3980  -2.2932  -0.042
C  2.6932  -0.5903  -2.1123  0.019
H  4.4885  -1.5639  -2.8264  0.117
H  2.6115  2.2896  -0.2742  0.114
H  7.9510  -0.5431  -2.6148  0.100
H  0.5576  -2.1185  -1.1380  0.124
H  6.7042  -1.7936  -2.2741  0.102
H  -0.5846  2.7843  2.1502  0.102
H  -2.6237  -3.2409  3.6235  0.118
H  -3.0488  2.7011  -2.8740  0.123
H  -1.3037  -3.4048  -2.2388  0.116
H  -0.5937  -1.9088  3.6576  0.139
H  -3.4723  0.2935  -2.8920  0.122
H  -3.6824  -4.2175  1.5722  0.108
H  6.5229  -0.6921  -3.6994  0.106
H  1.6957  3.5279  -1.4832  0.105
H  -2.3298  1.8370  3.6630  0.131
H  0.2525  0.6662  0.7404  0.099
H  -2.3153  -1.3410  5.1048  0.133
H  1.4648  1.3663  1.8101  0.109
H  -5.7147  -0.4635  0.8736  0.106
H  2.9178  -0.1866  1.1977  0.067
H  -2.0130  4.9919  -3.1446  0.118
H  -3.2184  0.2037  4.8220  0.128
H  -3.2727  -2.2136  -3.1805  0.120
H  -5.1325  -2.7808  0.1219  0.103
H  2.0392  -1.3277  -2.5782  0.120
H  3.4849  -1.7683  1.5285  0.112
H  -4.6905  0.4497  2.9702  0.114
H  5.0715  2.0130  -0.4845  0.136
H  0.3246  5.3922  -2.3944  0.116

- 2S+1 = 1
- charge = +1
- lowest unoccupied orbital energy (eV) = -5.55
- highest occupied orbital energy (eV) = -9.701
- F_max (hartree/bohr) = 0.031
- calculated total energy (hartree) = -1534.64611
- energy relative to the best compared isomer or geometry (same formula, charge and spin) (kJ/mol) = 96.9

---

DFT (the ωB97M-V functional and the def2-TZVPD basis) results for C6H10BrN3 in the gas phase in a non-equilibrium geometry.

Each line ends with the Löwdin charge.
Atoms and positions in Å:
Br  -2.6890  -1.0379  -0.1915  0.688
N  1.1211  -1.0824  -0.0431  -0.216
N  -0.2076  2.1690  0.2650  0.038
N  0.7383  1.1885  0.4627  0.037
C  2.5351  -1.1237  -0.0653  -0.054
C  0.3305  -0.0363  0.1832  -0.202
C  0.4598  -2.3109  0.2124  -0.095
C  -1.2849  0.2469  -0.2649  -0.520
C  -2.5976  2.4770  -0.2770  -0.021
C  -1.3586  1.5971  -0.0003  -0.488
H  -2.1125  3.4720  -0.4136  0.093
H  0.1128  -2.5374  1.2139  0.092
H  1.6545  1.5146  0.4921  0.119
H  -2.9153  1.9917  -1.1419  0.039
H  2.8802  -0.0590  -0.2192  0.105
H  -3.2054  2.2679  0.5926  0.074
H  -0.3597  -2.1991  -0.4287  0.000
H  1.0816  -3.2574  -0.1113  0.136
H  3.0536  -1.6209  0.7234  0.082
H  2.7630  -1.6596  -0.9885  0.095

- structure (SMILES) = Cc1n[nH]c(N(C)C)c1Br
- 2S+1 = 1
- lowest unoccupied orbital energy (eV) = 0.66
- highest occupied orbital energy (eV) = -7.351
- F_max (hartree/bohr) = 0.107
- calculated total energy (hartree) = -2972.79194
- energy relative to the best compared isomer or geometry (same formula, charge and spin) (kJ/mol) = 307.0